[1]
# C3H11N3O

The molecule C3H11N3O (ωB97M-V with the def2-TZVPD basis set, the OMol25 dataset).

Geometry as XYZ:
```
18
Properties=species:S:1:pos:R:3
C -0.07 -1.76 0.80
C 0.55 -0.78 -0.18
O 0.37 -1.20 -1.53
C 0.02 0.83 -0.05
N -1.36 0.72 -0.26
N 0.31 1.48 1.16
N 0.57 1.57 -1.12
H 0.05 -1.42 1.83
H -1.13 -1.90 0.60
H 0.40 -2.75 0.71
H 1.63 -0.72 -0.01
H 0.40 -2.17 -1.60
H -1.90 -0.12 -0.47
H -2.05 1.43 0.27
H 0.20 1.01 2.05
H 0.59 2.45 1.16
H 1.41 1.24 -1.59
H -0.01 2.08 -1.78
```

Calculated values
- HOMO level: -7.83 eV
- E_LUMO: 0.9228 eV
- Gap between HOMO and LUMO: 0.32184 Ha
- SMILES: C[C@@H](O)C(N)(N)N

---

[2]
# C3H11N3O

A structure of composition C3H11N3O (ωB97M-V with the def2-TZVPD basis set, the OMol25 dataset).

Geometry as XYZ:
```
18
Properties=species:S:1:pos:R:3
C -0.80 -0.79 1.89
O -0.13 -0.37 0.72
C -0.54 -2.27 2.10
H -1.89 -0.69 1.78
H -0.48 -0.25 2.74
H -1.02 -2.65 3.07
H 0.54 -2.49 2.17
H -0.96 -2.83 1.25
N 0.28 2.54 -2.35
C 0.49 1.40 -1.52
N 0.13 0.15 -2.05
N 1.10 1.56 -0.33
H 0.77 3.33 -1.90
H 0.61 2.36 -3.27
H -0.09 -0.57 -1.33
H -0.61 0.16 -2.75
H 0.37 0.65 0.35
H 2.23 0.76 -0.58
```

Calculated values
- HOMO level: -8.54 eV
- E_LUMO: -0.1991 eV
- Gap between HOMO and LUMO: 0.30662 Ha

---

[3]
# C3H11N3O

A cluster of 2 separate species, C3H11N3O in total (ωB97M-V with the def2-TZVPD basis set, the OMol25 dataset).

Geometry as XYZ:
```
18
Properties=species:S:1:pos:R:3
C -1.21 1.06 -0.28
C 0.12 -0.85 1.22
C 1.55 0.45 -0.61
N -1.04 -1.33 0.64
N 0.61 0.51 0.52
N -0.83 -1.91 -0.65
O -0.89 2.32 -0.70
H -0.99 2.94 0.03
H 0.99 1.14 1.23
H -1.44 -2.71 -0.74
H 0.13 -2.23 -0.79
H -1.98 0.99 0.47
H -1.27 0.36 -1.11
H -0.07 -0.50 2.24
H 0.97 -1.57 1.27
H 2.54 0.09 -0.31
H 1.65 1.45 -1.05
H 1.14 -0.21 -1.37
```

Calculated values
- HOMO level (spin up / spin down): -5.65 / -5.65 eV
- E_LUMO (spin up / spin down): 0.3900 / 0.3900 eV
- Gap between HOMO and LUMO (spin up / spin down): 0.22187 / 0.22190 Ha

---

Energy relative to the best compared isomer or geometry (same formula, charge and spin)
In order: 183.35; 373.06; 587.12
Unit: kJ/mol
Strongest force on any atom
In order: 0.12572; 0.10467; 0.03508
Unit: hartree/bohr